{"formula": "C39H71CsN14O3PSSi3", "method": "the ωB97M-V functional and the def2-TZVPD basis", "homo_lumo_gap_ev": 5.43, "charge": -1, "elements": ["Cs", "N", "C", "S", "N", "N", "C", "C", "C", "C", "C", "C", "N", "H", "H", "H", "H", "H", "H", "H", "C", "N", "C", "C", "N", "N", "C", "N", "N", "H", "H", "H", "H", "H", "H", "H", "H", "H", "H", "H", "C", "O", "Si", "C", "C", "C", "Si", "C", "C", "C", "Si", "C", "C", "C", "H", "H", "H", "H", "H", "H", "H", "H", "H", "H", "H", "H", "H", "H", "H", "H", "H", "H", "H", "H", "H", "H", "H", "H", "H", "H", "H", "N", "C", "C", "C", "C", "C", "C", "C", "N", "C", "C", "N", "C", "H", "H", "H", "H", "H", "H", "H", "N", "C", "P", "O", "O", "C", "N", "H", "H", "H", "H", "H", "H", "H", "H", "H", "H", "C", "C", "C", "C", "C", "C", "H", "H", "H", "H", "H", "H", "H", "H", "H"], "coordinates": [[-1.074, 0.098, -0.889], [1.733, 2.071, -1.830], [1.153, 2.194, -3.053], [0.535, 3.808, -3.407], [1.098, 1.278, -3.953], [1.506, 0.047, -3.457], [2.320, -0.574, -4.212], [2.911, -1.874, -3.855], [3.903, -2.403, -4.680], [4.525, -3.583, -4.310], [4.144, -4.184, -3.124], [3.140, -3.583, -2.372], [2.523, -2.468, -2.727], [1.389, 2.666, -1.094], [2.039, 1.152, -1.540], [2.646, -0.124, -5.153], [4.184, -1.880, -5.585], [5.304, -4.013, -4.927], [4.612, -5.093, -2.773], [2.838, -4.008, -1.426], [-4.522, -2.355, 3.008], [-4.209, -0.972, 3.302], [-3.681, -0.767, 4.644], [-3.789, -0.181, 2.231], [-3.578, -0.580, 1.043], [-3.758, 1.175, 2.571], [-3.009, 2.170, 1.947], [-3.439, 3.454, 2.310], [-2.061, 1.900, 1.161], [-5.056, -2.777, 3.860], [-3.624, -2.960, 2.832], [-5.168, -2.412, 2.131], [-4.487, -0.845, 5.379], [-3.215, 0.210, 4.724], [-2.920, -1.518, 4.879], [-3.526, -1.593, 0.996], [-4.488, 1.468, 3.198], [-3.740, 3.537, 3.271], [-2.741, 4.150, 2.091], [-1.605, 2.742, 0.813], [0.315, -3.809, -0.033], [0.901, -2.637, 0.465], [1.044, -2.425, 2.140], [1.845, -4.030, 2.783], [-0.743, -2.536, 2.779], [1.903, -0.907, 2.551], [3.520, -0.557, 1.798], [3.960, -1.698, 0.354], [3.689, 1.196, 1.047], [5.020, -0.713, 2.963], [1.342, 0.049, 3.977], [1.268, -0.923, 5.615], [2.451, 1.545, 4.399], [-0.398, 0.805, 3.820], [0.938, -4.693, 0.157], [0.180, -3.700, -1.111], [-0.673, -3.999, 0.404], [1.316, -4.940, 2.492], [1.853, -3.988, 3.875], [2.883, -4.116, 2.461], [-1.107, -3.566, 2.739], [-1.397, -1.917, 2.161], [-0.831, -2.198, 3.810], [3.243, -1.576, -0.453], [3.962, -2.752, 0.634], [4.957, -1.444, -0.017], [2.713, 1.673, 0.975], [4.122, 1.138, 0.046], [4.330, 1.854, 1.636], [5.082, -1.732, 3.349], [4.963, -0.041, 3.815], [5.947, -0.496, 2.427], [2.270, -1.268, 5.880], [0.637, -1.809, 5.531], [0.887, -0.316, 6.440], [2.856, 2.035, 3.515], [3.292, 1.249, 5.025], [1.871, 2.282, 4.961], [-1.128, 0.058, 3.520], [-0.439, 1.570, 3.044], [-0.724, 1.248, 4.766], [6.510, 9.344, -2.368], [5.749, 8.637, -1.872], [4.806, 7.758, -1.250], [4.730, 7.695, 0.143], [3.815, 6.855, 0.744], [2.981, 6.061, -0.040], [3.062, 6.109, -1.429], [3.966, 6.964, -2.031], [2.057, 5.196, 0.580], [2.243, 4.495, 1.754], [1.124, 3.741, 1.919], [0.249, 3.959, 0.884], [0.829, 4.834, 0.106], [5.381, 8.313, 0.745], [3.731, 6.818, 1.821], [2.439, 5.465, -2.034], [4.036, 7.003, -3.109], [3.161, 4.543, 2.307], [0.919, 3.031, 2.699], [0.422, 5.236, -0.807], [-1.933, 2.887, -5.491], [-2.183, 1.462, -5.262], [-3.188, 1.321, -3.718], [-4.435, 2.121, -3.914], [-2.271, 1.542, -2.544], [-3.649, -0.468, -3.639], [-4.562, -0.730, -2.509], [-2.802, 3.392, -5.325], [-1.647, 3.054, -6.451], [-0.524, 3.403, -4.189], [-1.231, 0.945, -5.125], [-2.727, 0.991, -6.089], [-2.764, -1.103, -3.536], [-4.146, -0.720, -4.580], [-3.830, -2.390, -1.732], [-5.440, -0.262, -2.721], [-4.224, -0.240, -1.676], [-4.692, -4.607, -3.400], [-4.414, -4.671, -1.895], [-5.735, -4.590, -1.121], [-3.672, -5.963, -1.545], [-3.543, -3.530, -1.509], [-2.584, -2.845, -1.072], [-5.330, -5.441, -3.699], [-3.762, -4.659, -3.966], [-5.194, -3.674, -3.658], [-6.384, -5.421, -1.401], [-6.252, -3.657, -1.342], [-5.555, -4.637, -0.047], [-4.283, -6.825, -1.817], [-3.460, -6.010, -0.477], [-2.726, -6.022, -2.082]], "forces_ev_per_a": [[1.2, -1.2, 1.0], [0.1, 0.0, 0.3], [-0.2, 0.0, -0.2], [-0.1, 0.0, 0.0], [0.0, 0.0, 0.0], [0.4, -0.2, 0.0], [-0.3, 0.2, -0.1], [0.1, -0.1, 0.0], [-0.1, 0.1, 0.0], [0.0, 0.0, 0.0], [0.0, 0.0, 0.0], [0.0, -0.1, 0.0], [0.0, 0.1, 0.0], [0.0, 0.0, 0.0], [0.0, -0.1, -0.1], [0.0, 0.0, 0.0], [0.0, 0.0, 0.0], [0.0, 0.0, 0.0], [0.0, 0.0, 0.0], [-0.1, -0.1, 0.1], [0.0, 0.0, 0.0], [0.1, 0.1, -0.1], [0.0, 0.0, 0.0], [-0.2, -0.1, 0.1], [0.1, 0.0, 0.0], [0.0, 0.0, 0.0], [0.0, -0.1, 0.0], [0.0, 0.0, 0.1], [-0.2, 0.3, -0.1], [0.0, 0.0, 0.0], [0.0, 0.0, 0.0], [0.0, 0.0, 0.0], [0.0, 0.0, 0.0], [0.0, 0.0, 0.0], [0.0, 0.0, 0.0], [0.0, 0.0, -0.1], [0.0, 0.0, 0.0], [0.0, 0.0, 0.0], [0.0, 0.0, 0.0], [0.0, 0.0, 0.1], [0.0, 0.0, -0.1], [0.0, 0.0, 0.2], [0.2, 0.2, 0.1], [-0.1, 0.2, 0.0], [0.1, 0.0, -0.1], [0.0, 0.0, -0.1], [-0.1, -0.1, 0.2], [0.0, 0.1, 0.1], [0.0, -0.1, 0.0], [-0.1, -0.1, -0.2], [0.0, -0.1, -0.1], [0.1, 0.1, -0.1], [-0.1, -0.1, 0.0], [0.2, 0.0, 0.0], [0.1, 0.0, 0.0], [0.0, 0.0, 0.0], [0.0, 0.0, 0.0], [-0.1, -0.1, 0.0], [0.0, 0.0, 0.1], [0.1, 0.0, -0.1], [0.0, -0.1, 0.0], [0.0, 0.1, 0.0], [0.0, 0.0, 0.1], [-0.1, 0.0, -0.1], [0.0, -0.1, 0.1], [0.0, 0.0, 0.0], [-0.1, 0.1, -0.1], [0.0, 0.0, -0.1], [0.1, 0.0, 0.1], [0.0, -0.1, 0.0], [-0.1, 0.1, 0.1], [0.1, 0.0, 0.0], [0.1, 0.0, 0.0], [-0.1, -0.1, 0.0], [0.0, 0.1, 0.1], [0.0, 0.0, -0.1], [0.1, -0.1, 0.0], [0.0, 0.0, 0.0], [-0.1, -0.1, 0.0], [0.0, 0.0, 0.0], [0.0, 0.0, 0.1], [-0.1, -0.1, 0.1], [0.2, 0.2, -0.1], [-0.2, -0.1, 0.1], [0.0, 0.0, -0.1], [-0.1, -0.1, -0.1], [0.1, 0.1, 0.0], [0.0, 0.0, 0.1], [0.1, 0.1, 0.1], [0.0, 0.0, 0.0], [0.0, 0.0, 0.1], [0.1, 0.0, 0.1], [-0.1, 0.2, -0.2], [0.0, 0.0, -0.1], [0.0, 0.0, 0.0], [0.0, 0.0, 0.0], [0.0, 0.0, 0.0], [0.0, 0.0, 0.0], [0.0, 0.0, 0.0], [0.0, 0.0, 0.0], [0.0, 0.0, 0.0], [0.0, 0.2, 0.0], [-0.1, -0.2, 0.2], [0.1, -0.4, -0.3], [0.0, 0.1, 0.0], [-0.7, 1.0, -0.8], [0.0, 0.3, -0.2], [-0.1, 0.1, 0.1], [0.1, 0.0, -0.1], [0.0, 0.0, 0.2], [0.1, 0.0, -0.1], [0.0, 0.0, 0.0], [-0.1, 0.0, 0.0], [0.1, 0.0, -0.1], [0.0, -0.2, 0.1], [0.0, 0.1, 0.0], [0.0, -0.1, 0.0], [0.1, -0.1, -0.1], [0.0, 0.0, 0.0], [-0.1, 0.1, -0.1], [0.0, 0.0, 0.0], [0.0, 0.0, 0.0], [0.3, -0.4, 0.2], [-0.3, 0.1, -0.2], [0.0, 0.0, 0.0], [0.0, 0.0, 0.0], [0.0, 0.0, 0.0], [0.0, 0.0, 0.0], [0.0, 0.0, 0.0], [0.0, 0.0, 0.0], [0.0, 0.0, 0.0], [0.0, 0.0, 0.0], [0.0, 0.0, 0.0]]}